Molecular formula: C7H5O2Rb
Method: DFT, wB97M-V/def2-TZVPD

Atoms and positions in Å:
1 O 1.3406 0.3142 -4.2837
2 C 1.0512 0.6439 -3.2288
3 C 0.6460 1.1344 -2.0338
4 C -0.4463 0.5472 -1.3208
5 C -0.0867 -0.3857 0.5613
6 O 0.4404 -1.5001 0.4425
7 Rb 3.3469 -3.9873 1.4126
8 H 1.3487 1.8255 -1.5614
9 H -1.0397 -0.2158 -1.8330
10 H -1.1458 1.2990 -0.9329
11 H 0.5960 0.3971 0.9551
12 C -1.4296 -0.3240 2.1962
13 C -1.2958 0.3751 3.3006
14 C -1.1000 0.8488 4.4943
15 H -2.2257 -0.9722 1.8321

HOMO level (alpha / beta)	-0.391 / -0.390	Eh
charge	+1
relative energy (zero: lowest compared OMol25 entry of this formula, charge and spin)	238.5	kJ/mol
orbital gap (alpha / beta)	6.474 / 5.792	eV
multiplicity	2